Record 1
C48H38F9FeN8OP as an isolated structure in a non-equilibrium geometry. Source: OMol25; level of theory: ωB97M-V/def2-TZVPD.

The geometry in ORCA input format:
```
! wB97M-V def2-TZVPD RIJCOSX def2/J DEFGRID3
* xyz 0 1
Fe -1.0142 -0.5365 -0.4371
C -2.2541 3.1086 1.8703
C -1.4710 2.0873 1.3200
N -1.8970 1.2804 0.3563
C -3.1650 1.4580 -0.0895
C -4.0070 2.4644 0.3841
C -3.5178 3.3036 1.3975
C -5.3274 2.6183 -0.1728
C -5.7673 1.8157 -1.1551
C -4.9325 0.7561 -1.6579
C -5.3279 -0.1131 -2.6864
C -4.4876 -1.1134 -3.0912
C -3.2458 -1.2541 -2.4595
N -2.8490 -0.4419 -1.5018
C -3.6655 0.5602 -1.1087
H -1.8340 3.7391 2.6414
H -0.4550 1.9512 1.6532
H -4.1444 4.1006 1.7819
H -5.9558 3.4113 0.2140
H -6.7524 1.9496 -1.5842
H -6.2982 0.0196 -3.1507
H -4.7652 -1.7968 -3.8816
H -2.5713 -2.0554 -2.7241
N -0.2524 -0.7011 -3.1899
C -0.3595 -0.1664 -4.4162
C -0.7057 1.1549 -4.2461
C -0.7758 1.3382 -2.8570
N -0.4900 0.2099 -2.2222
H 0.0036 -1.6421 -2.9348
H -0.1797 -0.7554 -5.3018
H -0.8574 1.8969 -5.0114
H -0.9808 2.2389 -2.2942
C 0.8577 2.7527 -0.4750
C 0.6143 4.0854 -0.8567
C 1.6592 5.0483 -1.0321
C 1.4145 6.3331 -1.4672
C 0.1208 6.7864 -1.7565
C -0.9221 5.8875 -1.5690
C -0.6985 4.5905 -1.1318
H 1.8676 2.3847 -0.3521
H 0.0131 2.0839 -0.3783
H 2.6777 4.7401 -0.8104
H 2.2526 7.0135 -1.5903
H -0.0593 7.7935 -2.1089
H -1.9414 6.2077 -1.7723
H -1.5502 3.9243 -1.0001
C -2.8034 -2.3415 4.6068
N -1.8486 -1.6226 3.7491
C -0.5833 -1.1299 4.2913
C -2.1636 -1.3544 2.4932
O -1.4368 -0.7051 1.7187
H -2.3129 -2.5687 5.5477
H -3.1207 -3.2684 4.1332
H -3.6841 -1.7332 4.8134
H -0.4193 -1.5857 5.2630
H -0.6014 -0.0446 4.4012
H 0.2393 -1.3897 3.6303
H -3.1429 -1.7351 2.1818
N -1.0578 -2.5118 -0.9450
C -1.7066 -3.3586 -0.4507
N -2.3734 -4.3247 0.0224
C -2.9948 -4.3265 1.1898
N -3.5339 -4.3728 2.2146
F 1.2891 -6.6353 3.9028
C 2.3846 -6.0838 3.3643
F 3.2231 -5.7849 4.3735
F 2.9903 -7.0260 2.6211
C 2.0642 -4.8625 2.5452
C 0.7784 -4.3621 2.4871
C 0.5286 -3.2125 1.7428
C 1.5474 -2.5689 1.0544
C 2.8388 -3.0970 1.1167
C 3.0979 -4.2315 1.8604
P 1.2386 -1.0157 0.1190
C 2.1284 -1.3066 -1.4417
C 2.6330 -0.2199 -2.1509
C 3.0992 -0.3908 -3.4472
C 3.0490 -1.6440 -4.0368
C 2.5390 -2.7323 -3.3448
C 2.0729 -2.5617 -2.0468
C 3.4685 -1.8106 -5.4741
F 2.4218 -1.6143 -6.3053
F 3.9333 -3.0450 -5.7198
F 4.4184 -0.9358 -5.8250
C 2.2694 0.1360 1.0681
C 1.6268 0.8857 2.0476
C 2.3368 1.7981 2.8137
C 3.6872 1.9774 2.5839
C 4.3411 1.2415 1.6031
C 3.6328 0.3156 0.8540
C 4.4301 3.0343 3.3577
F 4.2836 4.2469 2.8094
F 5.7491 2.7775 3.4118
F 3.9853 3.1160 4.6263
H -0.0295 -4.8654 3.0027
H -0.4737 -2.8269 1.6915
H 3.6504 -2.6193 0.5797
H 4.1025 -4.6334 1.9098
H 2.6292 0.7716 -1.7094
H 3.4807 0.4575 -4.0007
H 2.4982 -3.7063 -3.8158
H 1.6484 -3.4048 -1.5149
H 0.5632 0.7646 2.1950
H 1.8347 2.3867 3.5713
H 5.3970 1.3934 1.4248
H 4.1536 -0.2504 0.0911
*
```

## Properties
Orbital gap (spin up / spin down), eV: 3.85 / 3.85
Relative energy (zero: lowest compared OMol25 entry of this formula, charge and spin), kJ/mol: 152.02
LUMO energy (spin up / spin down), eV: -0.69 / -0.69

Record 2
H22O11 as an isolated structure in a non-equilibrium geometry. Source: OMol25; level of theory: ωB97M-V/def2-TZVPD.

The geometry in ORCA input format:
```
! wB97M-V def2-TZVPD RIJCOSX def2/J DEFGRID3
* xyz 0 1
O -0.2978 0.2068 -0.4446
H -0.6322 -0.4707 0.1431
H 0.4693 0.5589 0.0069
O 1.3283 0.9506 0.6449
H 1.5979 1.7907 1.0160
H 1.0728 0.4244 1.4026
O -0.5627 2.6826 0.6122
H -0.2836 1.8474 0.2370
H 0.2464 3.1848 0.7085
O -1.8793 -1.2366 0.9954
H -1.8967 -1.1154 1.9447
H -2.7548 -1.5569 0.7783
O -0.7914 0.8957 1.9168
H -0.6316 0.4644 2.7563
H -1.0581 0.1879 1.3302
O -1.8216 0.8486 -1.9346
H -1.2462 0.6338 -1.2004
H -1.2615 0.7766 -2.7075
O 0.0986 -2.4615 0.1164
H -0.3669 -2.2147 -0.6827
H -0.5065 -3.0429 0.5769
O 1.1683 -1.0130 1.2002
H 0.6778 -1.6921 0.7371
H 1.5748 -1.4704 1.9363
O 2.7597 1.4991 -0.8470
H 2.2452 1.0407 -0.1826
H 2.3218 2.3441 -0.9488
O 1.5879 0.4432 -2.1600
H 0.7874 0.2894 -1.6582
H 2.1577 0.9257 -1.5610
O -1.0774 -2.1654 -1.6163
H -1.0105 -1.2117 -1.5684
H -2.0152 -2.3440 -1.5477
*
```

## Properties
Orbital gap, eV: 8.40
Relative energy (zero: lowest compared OMol25 entry of this formula, charge and spin), kJ/mol: 1274.11
LUMO energy, eV: -0.60

Record 3
C36H40AuGeN5O2SSe as an isolated structure in a non-equilibrium geometry. Source: OMol25; level of theory: ωB97M-V/def2-TZVPD.

The geometry in ORCA input format:
```
! wB97M-V def2-TZVPD RIJCOSX def2/J DEFGRID3
* xyz 0 1
Au -1.7093 -0.2834 0.9065
O -3.3601 0.1035 2.4504
H -3.2071 0.9744 2.8447
H -3.2633 -0.6053 3.1078
C 0.6626 -3.3717 -2.0494
N 1.3083 -2.3964 -1.2031
C 0.6217 -1.4818 -0.4229
Se -1.4370 -2.4826 1.9129
N 1.5131 -1.1031 0.5652
C 2.7490 -1.6756 0.3589
C 3.9602 -1.5381 1.0125
C 5.0585 -2.2316 0.5006
C 4.9327 -3.0512 -0.6134
C 3.7056 -3.1980 -1.2654
C 2.6271 -2.4959 -0.7682
H -0.3504 -3.5341 -1.6819
H 1.2213 -4.3067 -1.9914
H 0.6118 -3.0577 -3.0922
H 1.2397 -0.4930 1.3202
H 4.0596 -0.9013 1.8855
H 6.0245 -2.1234 0.9787
H 5.8003 -3.5762 -0.9943
H 3.6143 -3.8402 -2.1329
C -0.6270 -0.9663 -0.6681
Ge -1.0799 -0.5421 -2.5073
C 0.7186 -0.1244 -3.2214
C 1.3676 -0.7712 -4.2706
C 2.7069 -0.5165 -4.5531
C 3.4185 0.3947 -3.7885
C 2.7783 1.0734 -2.7574
C 1.4442 0.8121 -2.4779
C -2.0509 -2.0210 -3.3545
C -2.9287 -2.7624 -2.5638
C -3.6354 -3.8303 -3.1031
C -3.4592 -4.1812 -4.4362
C -2.5896 -3.4505 -5.2344
C -1.8926 -2.3738 -4.6963
C -2.1696 1.0753 -2.6905
C -1.6450 2.2267 -3.2785
C -2.4286 3.3645 -3.4330
C -3.7503 3.3628 -3.0043
C -4.2864 2.2210 -2.4246
C -3.5025 1.0838 -2.2766
H 0.8326 -1.4926 -4.8785
H 3.1943 -1.0435 -5.3656
H 4.4668 0.5760 -3.9928
H 3.3268 1.7958 -2.1638
H 0.9531 1.3287 -1.6581
H -3.0542 -2.5067 -1.5149
H -4.3118 -4.4020 -2.4784
H -4.0054 -5.0181 -4.8549
H -2.4503 -3.7166 -6.2760
H -1.2298 -1.7970 -5.3326
H -0.6156 2.2365 -3.6183
H -2.0056 4.2519 -3.8898
H -4.3587 4.2521 -3.1198
H -5.3150 2.2172 -2.0839
H -3.9341 0.1963 -1.8220
C 2.0208 3.9532 2.6448
C 0.5780 3.6443 2.8441
C -0.0480 3.5534 4.0553
C -1.3672 3.0775 4.0852
N -1.9673 2.6179 3.0011
C -1.3583 2.7277 1.8021
S -1.9590 2.1418 0.3317
N -0.1511 3.3797 1.7502
C -2.1475 3.0316 5.3546
H 2.4844 4.2551 3.5813
H 2.1592 4.7482 1.9090
H 2.5202 3.0558 2.2735
H 0.4743 3.7915 4.9709
H 0.2774 3.4064 0.8327
H -1.5217 3.2473 6.2185
H -2.6202 2.0577 5.4805
H -2.9476 3.7719 5.3049
C 0.2820 -0.4314 6.1149
N 0.8435 0.0166 4.8559
C 2.2896 0.0947 4.7652
C 0.0661 0.2325 3.7835
O 0.4608 0.5820 2.6750
H 0.6998 0.1518 6.9383
H 0.4957 -1.4887 6.2850
H -0.7993 -0.2958 6.1075
H 2.6691 0.9300 5.3595
H 2.5667 0.2411 3.7255
H 2.7342 -0.8322 5.1289
H -0.9997 0.0554 3.9811
*
```

## Properties
Orbital gap, eV: 4.98
Relative energy (zero: lowest compared OMol25 entry of this formula, charge and spin), kJ/mol: 202.64
LUMO energy, eV: -0.90

Record 4
C6H18FK3O3 as an isolated structure in a non-equilibrium geometry. Source: OMol25; level of theory: ωB97M-V/def2-TZVPD.

The geometry in ORCA input format:
```
! wB97M-V def2-TZVPD RIJCOSX def2/J DEFGRID3
* xyz 2 1
K -1.8090 -0.5084 3.6366
K -0.8585 -3.6696 1.4618
K 1.7845 -1.8880 3.4419
F 0.0456 -1.0866 1.6559
C -3.7480 -1.1131 -1.6659
C -2.6267 -0.4859 -0.9095
O -1.5880 -1.4628 -0.7470
H -3.4093 -1.4824 -2.6333
H -4.5843 -0.4265 -1.7763
H -4.1347 -1.9905 -1.1300
H -2.9848 -0.1336 0.0676
H -2.2393 0.3756 -1.4572
H -1.0332 -1.2262 0.0036
C 1.4514 2.3822 1.2535
C 0.1354 2.4955 2.0027
O -0.8341 1.5521 1.5018
H 2.1469 3.1937 1.4616
H 1.2639 2.3746 0.1793
H 1.9819 1.4510 1.5024
H -0.3015 3.4805 1.8487
H 0.2709 2.3640 3.0850
H -0.3652 0.7283 1.3041
C 3.0871 -0.1595 -2.1851
C 1.8999 -0.8094 -1.5007
O 2.2481 -1.1629 -0.1634
H 3.9777 -0.7754 -2.1156
H 3.3006 0.8173 -1.7414
H 2.8101 0.0483 -3.2194
H 1.5867 -1.7019 -2.0596
H 1.0336 -0.1375 -1.5146
H 1.4924 -1.0427 0.4124
*
```

## Properties
Orbital gap, eV: 6.94
Relative energy (zero: lowest compared OMol25 entry of this formula, charge and spin), kJ/mol: 0.00
LUMO energy, eV: -8.07

Record 5
A 11-piece molecular cluster, C7H28O11 overall in a non-equilibrium geometry. Source: OMol25; level of theory: ωB97M-V/def2-TZVPD.

The geometry in ORCA input format:
```
! wB97M-V def2-TZVPD RIJCOSX def2/J DEFGRID3
* xyz 0 1
C 0.8915 1.8535 1.9113
C 1.2811 0.8209 0.8911
C 0.3128 -0.0188 0.3415
C 0.6415 -0.9962 -0.5780
C 1.9798 -1.0914 -0.9765
O 2.3924 -2.0540 -1.8625
C 2.9691 -0.2870 -0.4371
C 2.6094 0.6919 0.4942
H 0.3033 2.6606 1.4496
H 1.7411 2.2723 2.4160
H 0.2246 1.4292 2.6648
H -0.7341 0.1522 0.6566
H -0.0980 -1.6435 -0.9978
H 1.6469 -2.5819 -2.1923
H 3.9877 -0.4158 -0.7353
H 3.3748 1.2984 0.9398
O -1.5143 3.6759 -0.8394
H -2.0935 4.3878 -1.1384
H -0.7699 3.6734 -1.4919
O -0.9163 -2.6561 1.0661
H -1.3986 -3.4282 1.3863
H -0.8981 -2.0384 1.8288
O -0.6862 -1.0020 3.2060
H 0.3196 -1.0629 3.3219
H -1.0424 -1.1929 4.0796
O 1.8905 -1.5966 3.4352
H 1.9522 -2.1445 2.6197
H 2.2372 -2.1281 4.1570
O -0.6512 1.4328 -3.7872
H -1.3777 1.1839 -3.1991
H -0.0409 0.6936 -3.7349
O 0.4543 3.6172 -2.6516
H 0.0384 2.8877 -3.1590
H 1.2583 3.2870 -2.2285
O -2.6081 1.3465 -1.5381
H -2.1830 2.2179 -1.3143
H -3.3024 1.1604 -0.8742
O -2.7474 -1.4651 -0.6261
H -2.3840 -0.6866 -1.0855
H -2.0554 -1.8735 -0.0691
O 1.7343 -3.2990 1.3388
H 2.2384 -2.9950 0.5790
H 0.8127 -3.0603 1.1370
O -4.1882 0.5182 0.5501
H -3.7408 0.6454 1.3904
H -3.8418 -0.3563 0.2340
*
```

## Properties
Orbital gap, eV: 8.76
Relative energy (zero: lowest compared OMol25 entry of this formula, charge and spin), kJ/mol: 0.00
SMILES: Cc1ccc(O)cc1.O.O.O.O.O.O.O.O.O.O
LUMO energy, eV: 0.13

Record 6
A 2-piece molecular cluster, C4H11NO2 overall in a non-equilibrium geometry. Source: OMol25; level of theory: ωB97M-V/def2-TZVPD.

The geometry in ORCA input format:
```
! wB97M-V def2-TZVPD RIJCOSX def2/J DEFGRID3
* xyz 0 1
C 0.5693 2.0478 0.2083
C 1.7195 1.0485 0.2183
C 1.2723 -0.1530 1.0106
O 2.1279 -0.7295 1.6772
N 0.0423 -0.6424 0.6064
C -0.1365 -2.1092 0.4467
H 0.9736 2.9824 -0.0726
H 0.1678 2.1318 1.2476
H -0.2650 1.8345 -0.5310
H 2.1482 0.6980 -0.6679
H 2.6316 1.3432 0.6839
H -0.3699 -0.0287 -0.0880
H -0.2998 -2.5550 -0.5482
H 0.7328 -2.6494 0.8524
H -0.9623 -2.4944 1.0891
O -3.1344 -0.2524 -2.2540
H -3.4221 0.4697 -1.6610
H -3.7951 -0.9419 -2.2178
*
```

## Properties
Orbital gap, eV: 9.89
Relative energy (zero: lowest compared OMol25 entry of this formula, charge and spin), kJ/mol: 123.35
SMILES: CCC(=O)NC.O
LUMO energy, eV: 0.54

Record 7
C37H38BrCl3F6N5O9PbS3 as an isolated structure in a non-equilibrium geometry. Source: OMol25; level of theory: ωB97M-V/def2-TZVPD.

The geometry in ORCA input format:
```
! wB97M-V def2-TZVPD RIJCOSX def2/J DEFGRID3
* xyz -1 1
Pb -0.7227 1.4519 -0.5134
F 2.8135 3.7585 4.3488
C 3.2381 3.2411 3.1811
F 4.4375 3.7739 2.9251
F 3.4317 1.9148 3.4010
S 1.9507 3.5417 1.8464
O 0.8238 2.8769 2.4524
O 1.9493 4.9719 1.7375
N 2.7353 2.7172 0.7532
S 2.7632 2.6817 -0.8150
O 4.0279 2.1034 -1.1895
O 1.6487 2.0814 -1.5430
C 3.0162 4.4301 -1.4498
F 3.3430 4.2891 -2.7501
F 2.0640 5.3284 -1.3731
F 4.0956 4.8941 -0.8007
C 2.6856 -0.5836 1.0570
O 1.6640 -0.6815 0.0780
C 1.8368 -1.6772 -0.9006
C 1.4695 -1.1348 -2.2729
O 0.0801 -0.9432 -2.4743
C -0.6343 -2.1337 -2.7006
H 3.6701 -0.7955 0.6274
H 2.5051 -1.2770 1.8854
H 2.6787 0.4359 1.4218
H 1.2038 -2.5454 -0.6621
H 2.8793 -2.0132 -0.9380
H 1.8641 -1.8176 -3.0391
H 1.9221 -0.1493 -2.3863
H -0.1734 -2.7102 -3.5133
H -1.6442 -1.8455 -2.9888
H -0.6956 -2.7642 -1.8064
Br -3.2185 0.8931 2.5202
C -2.8927 2.7240 2.1669
C -3.4187 3.6497 3.0494
C -3.1532 4.9879 2.8007
C -2.3648 5.3193 1.7156
C -1.8678 4.3094 0.9081
N -2.1639 3.0177 1.1069
C -0.8160 4.6398 -0.1518
O -0.9649 5.6434 -0.8282
O 0.1514 3.7986 -0.1413
H -3.9978 3.3193 3.8984
H -3.5496 5.7475 3.4620
H -2.1076 6.3421 1.4802
C 1.2469 2.0925 -5.8010
N -0.1225 1.8599 -5.3872
C -0.5206 0.4920 -5.6612
C -0.3148 2.2057 -3.9809
C -1.7739 2.3453 -3.5864
C -2.6957 2.7680 -4.5429
C -4.0426 2.8822 -4.2271
C -4.4713 2.5586 -2.9488
C -3.5415 2.1623 -1.9959
C -2.1749 2.0625 -2.2730
H 1.3393 1.9216 -6.8763
H 1.9689 1.4407 -5.2794
H 1.5169 3.1279 -5.5904
H -0.5508 0.3298 -6.7418
H -1.5149 0.3107 -5.2526
H 0.1736 -0.2428 -5.2184
H 0.1883 3.1605 -3.8031
H 0.1612 1.4655 -3.3264
H -2.3393 2.9835 -5.5426
H -4.7515 3.2122 -4.9780
H -5.5252 2.6095 -2.6966
H -3.9074 1.9175 -0.9990
Cl 0.8345 -7.4865 -1.8559
C 0.5125 -6.3974 -0.5490
C -0.7863 -6.1993 -0.1177
C -1.0207 -5.3421 0.9427
C 0.0066 -4.6671 1.5946
C -0.2651 -3.7842 2.7985
C -1.6730 -3.1716 2.7925
N -1.9703 -2.5031 1.5421
C -3.0892 -2.6492 0.7522
C -2.9757 -1.7128 -0.2340
N -1.8191 -0.9987 -0.0577
C -1.2433 -1.4947 1.0083
O -0.1134 -4.5806 3.9634
C 0.2163 -3.8675 5.1629
C 1.5059 -3.1052 5.1066
C 2.7370 -3.6747 5.2178
Cl 3.0651 -5.3344 5.4843
S 4.0151 -2.5362 5.0459
C 2.8926 -1.2605 4.8115
C 1.6112 -1.7011 4.8661
C 1.3036 -4.8884 1.1270
Cl 2.6643 -4.1053 1.8439
C 1.5626 -5.7363 0.0603
H -1.6053 -6.7115 -0.6039
H -2.0422 -5.1990 1.2663
H 0.4612 -2.9660 2.8016
H -1.7423 -2.4405 3.6008
H -2.4140 -3.9470 2.9803
H -3.8534 -3.3755 0.9750
H -3.6483 -1.5043 -1.0505
H -0.3044 -1.1372 1.4097
H 0.2793 -4.6464 5.9206
H -0.5909 -3.1775 5.4296
H 3.2431 -0.2566 4.6264
H 0.7595 -1.0415 4.7529
H 2.5746 -5.8780 -0.2915
*
```

## Properties
Orbital gap, eV: 6.94
LUMO energy, eV: 1.77

Record 8
One molecule with the formula C4H10N2O in a non-equilibrium geometry. Source: OMol25; level of theory: ωB97M-V/def2-TZVPD.

The geometry in ORCA input format:
```
! wB97M-V def2-TZVPD RIJCOSX def2/J DEFGRID3
* xyz 0 1
C -0.8346 1.9289 0.0313
N -0.2437 1.4499 1.2974
C -0.1070 -0.0316 1.3929
C 0.7476 -0.7374 0.3345
N -0.0787 -1.1149 -0.8178
C 0.4321 -1.9594 -1.7641
O 1.5957 -2.2681 -1.8224
H -1.8700 1.6317 -0.0296
H -0.3935 1.4796 -0.8733
H -0.6535 2.9982 -0.0343
H 0.7189 1.7645 1.1787
H -1.1198 -0.4361 1.3818
H 0.4001 -0.1333 2.3468
H 1.5763 -0.0932 0.0409
H 1.0664 -1.6753 0.7759
H -0.8455 -0.4989 -1.0210
H -0.3908 -2.3045 -2.4176
*
```

## Properties
Orbital gap, eV: 10.33
Relative energy (zero: lowest compared OMol25 entry of this formula, charge and spin), kJ/mol: 162.65
SMILES: CNCCNC=O
LUMO energy, eV: 0.85

Record 9
A 3-piece molecular cluster, C3H14N2O2 overall. Source: OMol25; level of theory: ωB97M-V/def2-TZVPD.

The geometry in ORCA input format:
```
! wB97M-V def2-TZVPD RIJCOSX def2/J DEFGRID3
* xyz -1 2
N 3.2779 -1.3305 -0.1768
C 2.0578 -1.0031 -0.9195
C 1.1827 -0.0599 -0.1331
C 0.0334 0.5239 -0.9377
N -0.8139 1.3564 -0.0980
H 3.8237 -2.0215 -0.6708
H 3.0029 -1.6781 0.7382
H 1.4637 -1.8709 -1.2274
H 2.3269 -0.5581 -1.8838
H 0.7766 -0.5803 0.7402
H 1.7711 0.7601 0.3023
H -0.5444 -0.2782 -1.3766
H 0.4631 1.0951 -1.7664
H -0.3389 2.2346 0.0893
H -1.6321 1.6194 -0.6403
H -2.0821 1.9792 3.3914
H -1.6883 1.6318 1.9498
O -2.4196 1.9750 2.4893
H -2.6717 -1.9110 -1.4232
H -2.9931 -1.7986 0.0351
O -2.3761 -1.4277 -0.6255
*
```

## Properties
Orbital gap (spin up / spin down), eV: 2.59 / 9.85
Relative energy (zero: lowest compared OMol25 entry of this formula, charge and spin), kJ/mol: 20.79
LUMO energy (spin up / spin down), eV: 3.62 / 3.48
<S²>: 0.75